16
Properties=species:S:1:pos:R:3:forces:R:3:lowdin_charge:R:1 method="wB97M-V/def2-TZVPD" relative_energy_ev=0.436 smiles=CC.CC
C 0.6037 -0.7840 -1.9675 -1.25 -0.53 -0.08 -0.1782
C 1.2090 0.5577 -1.6283 1.40 0.33 -0.21 -0.1877
H -0.3544 -0.6327 -2.4485 -0.32 0.05 -0.31 0.0580
H 1.1398 -1.4459 -2.6434 0.53 0.29 0.01 0.0612
H 0.3374 -1.4041 -1.1037 0.29 0.28 0.12 0.0567
H 0.5314 1.4104 -1.5913 -0.38 -0.38 0.41 0.0650
H 1.9360 0.8947 -2.3753 0.00 -0.32 -0.13 0.0615
H 1.7921 0.4862 -0.7069 -0.19 0.27 0.05 0.0602
C -1.0160 -0.2649 2.4522 0.05 0.43 1.56 -0.1730
C -0.7942 0.4961 1.1701 0.19 0.08 -0.97 -0.1754
H -0.1664 -0.8410 2.8332 0.12 -0.21 -0.75 0.0622
H -1.1035 0.4310 3.2990 -0.69 -0.06 -0.20 0.0625
H -1.8766 -0.9312 2.4205 -0.02 0.09 0.08 0.0622
H -0.6082 1.5692 1.2643 0.35 -0.19 0.43 0.0702
H -1.6407 0.4865 0.4783 -0.14 -0.39 0.19 0.0707
H 0.0337 0.0403 0.6356 0.06 0.25 -0.19 0.0239



6
Properties=species:S:1:pos:R:3:forces:R:3:lowdin_charge:R:1 method="wB97M-V/def2-TZVPD" relative_energy_ev=3.501 smiles="C=S(=O)=O"
C 0.8766 0.0684 -0.1205 -3.75 -0.94 0.07 -0.1010
S -0.7698 -0.0594 0.1687 0.85 3.17 -3.08 0.7698
O -1.4343 1.2027 -0.1498 0.42 -0.99 1.45 -0.3498
O -1.5214 -1.2425 -0.0962 0.56 -0.82 0.68 -0.3119
H 1.3900 -0.7963 -0.0331 1.26 -3.20 0.11 -0.0126
H 1.4588 0.8272 0.2309 0.65 2.79 0.77 0.0054



10
Properties=species:S:1:pos:R:3:forces:R:3:lowdin_charge:R:1 method="wB97M-V/def2-TZVPD" relative_energy_ev=1.958 total_charge=+1 smiles=[NH3+]C(O)O
N 1.0575 0.1715 0.3020 -1.27 1.28 -0.57 0.2268
C -0.3676 -0.0775 -0.4104 0.56 1.49 -3.69 -0.4908
O -0.7745 -1.2147 0.1804 0.03 -0.83 -0.62 0.0684
O -1.1360 1.0064 -0.1163 0.81 0.62 3.04 0.0247
H 1.1747 1.2557 0.3134 0.03 -2.43 0.37 0.2094
H 1.8369 -0.2549 -0.2354 -0.47 0.07 0.75 0.1724
H 0.8412 -0.2934 1.2362 1.17 0.86 -1.11 0.1886
H -0.2760 -0.0076 -1.7324 0.06 -0.69 4.19 0.2650
H -1.2921 -1.7386 -0.4529 -0.02 -0.07 0.36 0.1499
H -1.0640 1.1531 0.9154 -0.91 -0.28 -2.72 0.1857



116
Properties=species:S:1:pos:R:3:forces:R:3:lowdin_charge:R:1 method="wB97M-V/def2-TZVPD" relative_energy_ev=4.588 total_charge=+2
Tl 3.3072 -3.6118 2.8957 -0.32 0.73 -0.18 1.1064
As 0.1657 -0.6420 1.4985 -0.06 -0.07 1.56 1.0138
F -0.8356 0.8981 1.4169 0.88 -1.99 0.04 -0.2933
F 1.4872 0.3332 0.8633 -0.56 -0.72 0.47 -0.2438
F 1.3424 -2.0904 1.6765 -1.59 1.49 -0.57 -0.4125
F -1.2513 -1.5993 2.0669 1.61 1.11 -0.63 -0.2587
F -0.2722 -1.1392 -0.1609 0.48 0.45 1.41 -0.2698
F 0.5937 -0.2905 3.2539 -0.61 -0.09 -2.50 -0.2701
C -2.9106 -3.7085 -0.2088 2.26 0.91 0.12 -0.0539
O -3.9792 -4.4649 -0.6608 -1.26 -0.74 -0.38 0.0480
C -3.9440 -5.7798 -0.4593 0.50 -1.34 0.83 -0.5408
O -2.9683 -6.4956 -0.2886 -0.48 1.25 -0.30 0.1851
O -5.1770 -6.2551 -0.3739 0.06 3.48 -1.30 0.0475
C -5.4317 -7.5547 -0.1082 -1.18 -2.64 0.94 -0.0632
H -1.9792 -3.9898 -0.7002 0.12 -0.49 0.17 0.1023
H -2.7845 -3.7556 0.8728 -0.11 -0.10 -0.03 0.0939
H -2.9741 -2.6597 -0.4990 -0.92 -0.06 0.03 0.0888
H -5.3987 -7.6684 0.9754 0.85 -0.64 0.08 0.1169
H -4.8744 -8.2583 -0.7266 0.32 0.05 0.47 0.1173
H -6.4907 -7.7648 -0.2577 -0.12 0.43 -0.60 0.1102
C -0.2820 3.9165 -0.3472 1.88 0.89 2.25 -0.0462
O -0.4338 4.4696 -1.6427 -1.30 -1.05 -0.01 0.0468
C -0.9568 3.6737 -2.5566 0.98 -1.29 -2.01 -0.5336
O -1.1940 2.4617 -2.4538 -0.15 2.04 0.15 0.1251
O -0.9417 4.3547 -3.7281 -0.88 -0.12 0.03 0.0025
C -1.3519 3.7342 -5.0040 0.03 -0.94 0.83 0.0216
H -0.1380 2.8590 -0.1260 -0.63 -0.29 -1.19 0.0830
H -0.9333 4.3364 0.4194 -0.84 0.02 -0.71 0.0811
H 0.6694 4.3362 -0.0206 0.25 0.09 -0.10 0.1028
H -0.4290 3.4814 -5.5259 -0.18 -0.04 -0.01 0.0967
H -2.0067 4.3316 -5.6384 0.41 0.84 0.60 0.0997
H -1.9535 2.8472 -4.8056 0.38 -0.19 0.17 0.0845
C 0.6552 -1.1434 6.6107 0.63 -0.33 -0.17 0.0172
O -0.4632 -1.8680 5.9760 0.42 1.97 1.93 0.0589
C -0.1520 -2.6477 4.9984 2.24 -1.09 -1.45 -0.5942
O 1.0164 -2.7877 4.5570 -2.43 -0.33 0.55 -0.0665
O -1.2585 -3.2762 4.6086 -0.34 0.53 0.54 0.0323
C -1.1900 -4.2172 3.5660 1.76 -0.39 -1.04 -0.0422
H 1.2177 -0.5645 5.8782 -0.15 -0.34 -0.24 0.0756
H 1.3140 -1.8522 7.1124 0.01 -0.24 -0.40 0.1015
H 0.4016 -0.4443 7.4075 -1.28 -0.27 -0.32 0.0935
H -0.8246 -3.7091 2.6736 -0.20 -0.05 -0.13 0.0659
H -2.1183 -4.7374 3.3300 -0.16 0.49 0.70 0.1043
H -0.4131 -4.9377 3.8219 -0.16 -0.35 0.01 0.1005
C 3.4960 1.6623 4.1875 1.10 -1.80 -0.10 0.0226
O 4.1889 1.5475 2.9186 -0.46 0.05 -2.14 -0.0225
C 4.2588 0.3991 2.2174 1.05 -0.46 1.06 -0.4513
O 4.1411 -0.7109 2.7751 -0.04 2.37 -2.25 0.0077
O 4.6879 0.6135 0.8935 -1.16 -2.94 3.39 -0.0375
C 4.9980 1.8776 0.4176 -0.12 1.18 -0.09 -0.0585
H 2.8676 0.7773 4.2878 -0.54 0.39 -0.05 0.0775
H 2.9950 2.6286 4.2467 0.18 -0.29 -0.07 0.0949
H 4.3136 1.4837 4.8858 -0.31 0.68 0.56 0.1065
H 5.5880 2.4633 1.1226 0.11 -0.05 -0.05 0.1101
H 4.0620 2.4071 0.2397 0.07 0.32 -0.25 0.0956
H 5.5508 1.6900 -0.5029 -0.07 0.27 0.03 0.1049
C -0.5198 -3.4489 -6.7667 -0.37 -0.05 -0.84 -0.0209
O -0.2272 -2.5450 -5.6966 -2.04 0.81 1.43 0.0114
C -1.3020 -2.0789 -4.9570 -0.35 -2.15 1.04 -0.4688
O -2.4730 -2.4973 -4.9658 2.93 1.41 -0.64 0.1581
O -0.7880 -1.2668 -4.0008 -0.21 0.09 -0.06 0.0302
C -1.7068 -0.7388 -2.9895 -0.54 -0.54 -0.24 -0.0071
H -1.4242 -4.0479 -6.6606 -0.09 0.30 0.53 0.0998
H 0.3087 -4.1424 -6.9104 0.20 0.43 0.22 0.1055
H -0.6475 -2.8113 -7.6415 0.10 -0.27 -0.26 0.1085
H -1.2694 -0.3979 -2.0511 1.17 0.07 -0.69 0.0706
H -2.3685 -1.5346 -2.6477 -0.40 0.08 -0.65 0.0873
H -2.2148 0.1035 -3.4592 -0.35 -0.21 0.20 0.0914
C 1.2280 3.5249 7.4830 0.08 -0.08 0.47 -0.0019
O 1.1472 3.5774 6.0606 -0.55 -0.11 -1.03 0.0081
C 0.0449 3.8983 5.4150 -2.70 2.04 0.17 -0.5165
O -0.9834 4.4699 5.8567 2.78 -1.81 -0.70 0.1614
O 0.2001 3.6233 4.1128 1.06 -0.14 1.28 0.0175
C -0.8148 3.7975 3.1414 -0.10 -0.75 -0.08 -0.0162
H 0.4390 2.9068 7.9114 0.02 -0.06 -0.18 0.1049
H 1.1828 4.5080 7.9515 0.09 0.03 -0.27 0.1086
H 2.2082 3.0639 7.6054 -0.19 0.13 0.48 0.1024
H -0.6291 4.7232 2.5967 -0.32 0.12 0.24 0.1029
H -1.8091 3.6782 3.5717 0.07 0.46 -0.02 0.1125
H -0.6262 2.9454 2.4884 -0.19 0.10 -0.28 0.0731
C 2.3010 1.3757 -2.2943 -0.79 0.99 0.53 0.0402
O 2.6476 2.2617 -3.4210 0.52 -1.04 -0.02 0.0480
C 2.5857 3.5992 -3.3969 -1.08 -0.24 -0.20 -0.5328
O 2.3436 4.2548 -2.4071 0.41 -0.06 -0.57 0.1949
O 2.7030 4.0461 -4.6648 1.11 -1.79 0.19 0.0356
C 2.3375 5.3497 -5.0264 -1.81 1.96 1.87 -0.0320
H 1.3536 1.7356 -1.8930 0.14 0.07 0.21 0.0783
H 3.0419 1.2889 -1.4995 0.33 0.75 -0.23 0.0758
H 2.1268 0.3294 -2.5450 0.21 0.27 -1.28 0.1004
H 3.0002 6.1489 -4.6945 0.67 -0.43 -0.17 0.1101
H 1.4521 5.5291 -4.4167 -0.36 0.45 -0.13 0.0863
H 2.0267 5.5497 -6.0519 0.61 -1.07 -0.19 0.1117
C -3.6822 1.4050 0.2954 2.81 0.79 0.45 -0.0697
O -4.9124 1.4878 -0.2631 -3.58 -0.96 -2.26 0.0559
C -5.2145 0.9056 -1.4713 0.57 -0.20 -0.50 -0.4565
O -4.3924 0.4004 -2.2142 -1.01 0.59 0.81 0.1525
O -6.5443 0.9818 -1.7439 1.44 0.40 4.18 0.0333
C -7.0237 0.9584 -3.0313 1.53 0.32 -1.70 -0.0226
H -2.8527 1.1288 -0.3556 -0.38 -0.61 -0.25 0.0844
H -3.6612 0.8546 1.2360 -0.23 -0.36 -0.08 0.1196
H -3.4136 2.4269 0.5632 -0.07 0.35 0.39 0.1115
H -8.1074 1.0703 -3.0665 0.33 -0.35 0.20 0.1215
H -6.5529 0.1075 -3.5237 -0.79 -0.36 -0.41 0.1114
H -6.4952 1.8080 -3.4639 -0.53 0.37 -0.88 0.1161
C 2.2983 -3.2342 -1.7093 -1.04 -0.32 0.49 -0.0318
O 3.4424 -2.3962 -1.9985 0.57 0.33 1.92 0.0122
C 4.3389 -2.0955 -0.9869 0.20 -1.04 0.80 -0.4919
O 4.3007 -2.4719 0.1877 -0.51 0.33 -2.10 0.0148
O 5.3452 -1.3797 -1.5035 -2.29 0.28 -0.93 0.0077
C 6.5905 -1.3261 -0.8868 1.84 -0.51 1.06 -0.0554
H 2.4989 -4.3043 -1.6573 0.68 0.08 -0.72 0.1009
H 1.5089 -3.0119 -2.4273 0.63 -0.06 -0.63 0.0886
H 1.7192 -3.1199 -0.7929 0.84 1.09 0.68 0.0680
H 6.5694 -1.3980 0.2006 -0.38 -0.42 -0.08 0.0973
H 7.1701 -0.4191 -1.0585 -0.78 0.38 -0.61 0.0991
H 7.1879 -2.1166 -1.3411 0.10 -0.19 0.36 0.1089



The following is a quantum chemistry calculation of C10H16BeBrF3KN2NaO10S2 as an isolated structure, from OMol25.

The geometry in XYZ format:
```
47
Properties=species:S:1:pos:R:3:forces:R:3:lowdin_charge:R:1
O 2.7792 -1.8065 0.5023 -2.57 -0.18 0.56 -0.1528
C 2.3118 -1.3688 1.5088 0.65 -0.50 -0.95 -0.3818
O 0.9897 -0.9482 1.5948 0.74 0.28 0.29 -0.0635
C 0.9632 0.4517 1.3719 -1.91 0.36 0.00 -0.2617
C -0.3551 0.9719 2.1004 1.67 0.77 -0.02 -0.1514
C -0.3689 2.5243 2.4451 0.68 -0.15 -1.79 -0.1920
C -1.1724 3.4543 1.4276 1.21 -0.74 1.91 -0.2816
S -2.8256 2.8937 1.0145 -1.45 1.04 -1.43 0.5190
O -3.6709 4.0407 1.1790 0.09 0.35 0.68 -0.2995
O -2.7392 2.4834 -0.3714 0.94 -0.96 0.14 -0.3272
N -3.2164 1.7382 2.0755 0.33 -0.56 -0.57 -0.3045
S -4.7013 1.2154 1.9373 -1.16 2.70 0.60 0.5106
O -5.3857 1.5106 0.7278 0.62 -0.65 -0.99 -0.2466
O -5.4681 1.5790 3.0914 0.28 -1.19 0.96 -0.2820
C -4.6108 -0.6519 1.9652 0.04 -0.20 -0.81 -0.5966
F -5.5860 -1.1741 1.1733 1.52 -0.09 2.18 0.0283
F -3.4784 -1.1477 1.5285 0.28 -0.07 0.21 0.1221
F -4.8443 -1.1896 3.2641 -0.56 0.19 -1.18 -0.1797
H 2.9387 -1.2072 2.4012 -0.34 -0.02 0.07 0.1306
H 1.9017 0.9523 1.7294 -0.61 -0.31 -0.31 0.1346
H 0.7876 0.5522 0.2554 0.68 -0.11 0.98 0.0838
H -0.3620 0.4495 3.0568 -0.27 -0.17 -0.17 0.1024
H -1.1777 0.6515 1.4662 -0.17 0.08 0.38 0.0856
H -0.7035 2.7344 3.4574 -0.24 -0.25 -0.11 0.1124
H 0.7087 2.8636 2.4256 -0.83 -0.10 0.20 0.0988
H -1.2611 4.4346 1.8974 -0.29 -0.08 -0.06 0.1058
H -0.6085 3.6233 0.4982 -2.07 0.36 0.99 -0.0329
K 0.9435 2.8035 -0.2601 1.56 -0.46 -1.23 1.0202
Na -6.7968 -2.3716 2.7452 -0.16 0.21 -0.28 0.7832
Br 5.1886 -1.5946 0.5555 1.87 0.13 0.47 0.0593
Be -3.0571 -1.2524 4.4629 0.76 -0.07 0.75 0.4096
C 5.5106 -1.4297 -2.8340 -0.18 -0.04 0.16 -0.4088
O 5.9306 -0.5087 -2.1717 0.25 0.39 -0.58 -0.0803
N 6.1219 -1.9396 -3.9286 -0.11 -0.13 -0.11 -0.2044
C 5.5648 -3.0484 -4.6742 0.28 0.20 0.00 -0.0666
C 7.3759 -1.3529 -4.3634 -0.12 0.07 0.23 -0.0487
H 4.5671 -1.9451 -2.5843 0.03 -0.05 0.02 0.1170
H 6.2687 -3.8839 -4.6734 -0.10 -0.09 -0.08 0.0872
H 5.3758 -2.7412 -5.7060 -0.05 -0.14 -0.03 0.0846
H 4.6291 -3.3749 -4.2252 0.01 0.04 0.05 0.0817
H 8.1143 -1.4319 -3.5644 0.06 0.06 -0.06 0.0929
H 7.2283 -0.2958 -4.5898 0.11 0.01 -0.01 0.0881
H 7.7407 -1.8679 -5.2492 -0.06 -0.04 0.00 0.0818
C -7.8571 -0.8367 -1.1316 -0.28 -0.05 -0.29 -0.8983
O -7.0637 -0.6005 -0.2095 -1.47 0.11 -1.12 0.1229
O -8.4539 -1.9415 -1.2891 0.16 0.03 0.23 0.1741
O -8.1762 -0.0167 -2.0331 0.15 0.03 0.16 0.2245
```
Forces are in eV/Å.



54
Properties=species:S:1:pos:R:3:forces:R:3:lowdin_charge:R:1 method="wB97M-V/def2-TZVPD" relative_energy_ev=0.000 smiles="CCOC(=O)CC1(NC(=O)c2cc(COc3ccc(F)c(F)c3)on2)CCCCC1"
C -2.6139 -0.8074 -0.9099 0.06 -0.20 0.43 -0.0486
C -2.2649 -1.9789 -0.0098 0.10 -0.24 -0.52 -0.2010
O -2.0708 -1.4935 1.3208 -0.31 0.41 -0.10 0.0062
C -1.1707 -2.0994 2.0882 0.09 -0.14 0.39 -0.4887
O -0.5191 -3.0523 1.7411 0.00 -0.13 -0.04 0.1074
C -1.0657 -1.4067 3.4310 0.13 0.09 -0.16 -0.0108
C 0.3989 -1.0022 3.7214 -0.55 -0.08 0.29 -0.4236
N 0.9685 -0.4334 2.5054 0.18 -0.21 0.04 0.1504
C 0.4665 0.6198 1.8389 0.34 -0.23 0.15 -0.4264
O -0.4599 1.3204 2.1971 -0.12 0.15 -0.11 0.0925
C 1.1913 0.8807 0.5632 0.38 0.34 -0.96 -0.1714
C 0.8741 1.8657 -0.4072 0.56 -0.17 -0.37 0.0814
C 1.8263 1.6853 -1.3688 -0.79 0.28 0.70 -0.2418
C 2.0793 2.3757 -2.6708 0.36 -0.08 -0.02 -0.1052
O 0.9001 2.8912 -3.2424 0.03 0.16 0.11 -0.0233
C -0.0778 2.0268 -3.6253 -0.50 -0.28 -0.22 -0.2633
C -1.2567 2.6127 -4.0910 0.30 0.03 0.14 0.0037
C -2.3149 1.8327 -4.5048 0.11 -0.30 0.05 0.0093
C -2.2112 0.4522 -4.4603 0.10 -0.05 0.04 -0.2238
F -3.2476 -0.3111 -4.8514 0.14 -0.04 0.06 0.0806
C -1.0402 -0.1332 -4.0060 -0.17 0.12 -0.10 -0.2167
F -0.9233 -1.4705 -3.9568 -0.13 0.16 -0.03 0.0919
C 0.0281 0.6410 -3.5862 0.07 0.11 -0.03 0.0691
O 2.6398 0.6777 -1.0065 0.07 0.35 -0.65 0.0301
N 2.2412 0.1918 0.1870 -0.28 -0.47 1.01 0.1230
C 0.4312 0.0391 4.8500 0.19 0.15 -0.18 -0.1247
C 1.8643 0.4126 5.2182 -0.15 -0.14 0.27 -0.1862
C 2.6541 -0.8238 5.6339 0.19 0.16 -0.27 -0.2023
C 2.6615 -1.8437 4.5001 -0.16 -0.07 0.31 -0.1874
C 1.2332 -2.2244 4.1163 0.31 0.10 -0.25 -0.1225
H -1.7927 -0.0947 -0.9410 0.08 0.08 -0.06 0.0704
H -3.4965 -0.2985 -0.5326 -0.11 0.09 -0.02 0.0830
H -2.8143 -1.1719 -1.9126 -0.03 -0.02 -0.15 0.0705
H -3.0799 -2.7104 0.0100 0.14 0.04 0.03 0.1301
H -1.3507 -2.4835 -0.3403 -0.20 0.06 0.06 0.1223
H -1.6955 -0.5180 3.4017 0.02 -0.07 0.10 0.1237
H -1.4217 -2.0823 4.2091 -0.01 -0.02 0.03 0.1378
H 1.7042 -0.9521 2.0484 -0.01 0.04 -0.07 0.1339
H 0.0731 2.5719 -0.3739 -0.19 0.18 -0.04 0.1319
H 2.7153 3.2531 -2.5094 -0.06 -0.21 -0.07 0.1474
H 2.5997 1.6917 -3.3545 -0.05 0.08 0.06 0.1436
H -1.3185 3.6879 -4.1169 -0.03 0.14 0.00 0.1218
H -3.2293 2.2778 -4.8617 -0.11 0.03 -0.04 0.1248
H 0.9111 0.1280 -3.2426 0.10 -0.07 0.05 0.1286
H -0.0749 -0.3797 5.7215 -0.08 -0.06 0.05 0.1283
H -0.1143 0.9265 4.5294 -0.10 -0.07 0.05 0.1121
H 1.8500 1.1398 6.0320 0.02 0.07 -0.05 0.1110
H 2.3482 0.8818 4.3591 0.04 0.08 0.00 0.1130
H 3.6775 -0.5441 5.8909 0.01 -0.03 0.09 0.1080
H 2.1948 -1.2670 6.5205 0.01 -0.04 0.09 0.1139
H 3.2013 -2.7416 4.8064 0.05 -0.01 -0.10 0.1122
H 3.1851 -1.4205 3.6404 0.11 -0.03 -0.05 0.1098
H 1.2341 -2.9394 3.2924 -0.08 -0.04 0.06 0.1136
H 0.7538 -2.7024 4.9726 -0.10 -0.01 0.00 0.1304



| no. | HOMO-LUMO gap (hartree) | largest force on an atom (Eh/bohr) |
| --- | --- | --- |
| 1 | 0.4635 | 0.031 |
| 2 | 0.3200 | 0.087 |
| 3 | 0.4740 | 0.083 |
| 4 | 0.0548 | 0.090 |
| 5 | 0.0405 | 0.058 |
| 6 | 0.3545 | 0.022 |